The following is a DFT calculation (ωB97M-V/def2-TZVPD) of 2 unconnected molecules or ions with the total composition C5H14N2O at a distorted geometry.

Cartesian coordinates (Å):
O 2.22 -0.48 -0.18
N -2.72 -0.33 0.92
N -1.00 -0.35 -0.69
C -0.75 0.70 0.34
C 0.04 1.86 -0.27
C -0.34 -1.60 -0.42
C 3.47 -0.93 -0.45
C -2.14 1.01 0.87
H 0.71 -1.44 -0.01
H 0.66 2.37 0.49
H -0.29 -2.10 -1.38
H 0.76 1.43 -0.95
H 3.87 -0.72 -1.46
H 4.15 -0.58 0.35
H -0.19 0.27 1.17
H -0.55 2.60 -0.81
H -3.73 -0.13 0.98
H -0.78 -2.12 0.45
H 3.43 -2.07 -0.45
H -2.08 1.48 1.86
H -2.68 1.65 0.18
H -2.05 -0.52 -0.52

Properties
Energy relative to the best compared isomer or geometry (same formula, charge and spin) ... 216.5 kcal/mol
Strongest force on any atom ... 0.0363 hartree/bohr
Highest occupied orbital energy ... -7.4284 eV